(1)
A molecular structure, C30H47ClGeN6O2PSiSr. Source: OMol25; level of theory: ωB97M-V with the def2-TZVPD basis set.

Atoms and positions in Å:
H: 10.9064 6.4679 4.2472
H: 15.3573 8.1623 15.8663
H: 14.2209 4.5426 3.7369
H: 13.1714 10.7900 8.7336
H: 12.0617 6.1648 18.5707
C: 18.8776 5.2701 5.6367
H: 8.6341 13.0680 7.3727
H: 17.9291 5.1597 3.7876
H: 16.6314 9.2505 15.1395
H: 17.6648 7.6162 5.4735
H: 13.3032 7.2594 17.8685
H: 12.7265 12.2341 18.9713
H: 10.4828 13.0254 9.0740
H: 14.2144 11.6348 7.5964
Cl: 5.7792 13.0860 8.0818
H: 16.7796 5.0940 5.1000
C: 10.9284 13.0867 16.9149
C: 7.1591 12.1657 8.5830
H: 10.8402 13.9368 17.5791
C: 12.4906 4.7241 6.9565
C: 17.6756 5.5928 4.7685
H: 18.1191 7.4194 3.7927
C: 14.5558 9.5134 7.7000
C: 9.5741 12.4339 9.2108
C: 17.3979 7.1197 4.4987
H: 11.7600 7.8907 4.6976
H: 14.7787 12.4279 9.6514
N: 10.6057 11.4940 15.3526
C: 11.1793 8.5200 16.2723
Sr: 10.3013 10.0599 13.4464
H: 13.2171 3.8418 7.0500
H: 15.5067 6.6079 7.1502
H: 18.7397 5.3694 6.7384
H: 8.6058 6.9748 15.1127
H: 15.3792 9.7533 5.6565
O: 10.2787 11.3256 11.2191
H: 12.0973 7.8493 19.0238
H: 15.3544 9.8884 16.3421
H: 16.1358 11.2913 9.3708
N: 12.7058 9.5773 13.3115
N: 10.1373 8.4678 15.3639
H: 6.0772 10.8246 9.8829
C: 15.0409 11.3836 9.5666
H: 9.6449 5.7623 17.2845
H: 13.4729 13.3763 17.7973
C: 13.1041 12.3523 17.9141
N: 12.0103 12.1835 17.0093
P: 12.5958 9.6780 16.2140
C: 8.5209 12.5490 8.3140
H: 13.4417 8.8629 11.4689
H: 12.5478 4.1129 3.8538
C: 13.2969 9.5723 14.5527
H: 15.9197 8.9337 12.6880
Ge: 14.8296 7.2508 5.8425
H: 13.6058 9.6135 5.6606
H: 15.6078 9.3567 8.0565
C: 15.5445 9.1790 15.5360
H: 15.5422 6.7261 3.4149
H: 13.9156 8.7582 8.2526
H: 19.7510 5.9419 5.4161
H: 12.5807 5.1847 7.9574
C: 14.9240 9.1209 13.0808
C: 12.2539 7.1612 18.1827
H: 15.7723 8.4789 3.8033
C: 14.1797 10.8564 8.3419
C: 10.0762 12.5776 15.9467
C: 13.7087 9.1869 12.4808
N: 14.6924 9.4432 14.3882
C: 7.7006 10.0319 11.4436
H: 10.7442 7.1591 6.0189
H: 9.1211 12.9969 15.6204
C: 9.4750 7.3088 15.6876
O: 8.3380 9.5854 12.4707
H: 14.0171 11.8058 17.6685
H: 19.1903 4.2493 5.4802
H: 13.0096 5.6515 3.0550
C: 15.9562 7.4485 4.1391
C: 10.0325 6.6593 16.7317
N: 11.2062 7.4366 17.1461
C: 13.1897 4.9626 3.9163
H: 14.8064 10.8235 10.5137
Si: 12.9083 5.8963 5.5538
C: 9.3869 11.6489 10.3719
C: 11.8748 11.3299 15.9356
C: 11.4103 6.9075 5.0820
C: 14.5535 9.2308 6.1905
H: 11.5221 4.2317 6.7543
C: 6.9975 11.2675 9.6128
H: 6.7470 9.5756 11.2614
C: 8.1129 10.9771 10.4586

## Properties
Highest occupied orbital energy = -9.423 eV
Charge = +1
Energy above the lowest of the compared OMol25 structures with the same formula, charge and spin = 2.312 eV
Orbital gap = 0.234 Eh
LUMO energy = -3.047 eV

=====

(2)
A molecular structure, H12NaO6. Source: OMol25; level of theory: ωB97M-V with the def2-TZVPD basis set.

Atoms and positions in Å:
H: -2.4753 0.0666 0.6070
H: -0.1282 -2.4387 1.9665
H: -0.3024 0.2701 2.3611
O: -0.7259 1.2021 -1.9457
H: 2.2362 2.6600 -0.7073
H: 1.1578 -1.8318 2.5356
O: 0.7883 -1.7624 -2.2977
H: -0.4709 2.0880 -2.2280
H: 2.0092 1.7482 0.4959
Na: 0.3781 -0.3154 -0.2274
H: 0.5755 -1.8633 -3.2333
O: -0.4558 1.1075 1.8938
H: -0.2687 1.8063 2.5341
O: 0.4356 -1.6546 1.9154
H: -2.3964 -1.4272 0.2726
O: 1.6689 1.9473 -0.3865
H: -1.5376 1.3216 -1.4375
H: 1.5369 -2.3552 -2.1502
O: -2.0256 -0.5692 0.0316

## Properties
Highest occupied orbital energy = -14.642 eV
Charge = +1
Energy above the lowest of the compared OMol25 structures with the same formula, charge and spin = 0.303 eV
Orbital gap = 0.416 Eh
LUMO energy = -3.333 eV

=====

(3)
A molecular structure, C18H53F3N22O15. Source: OMol25; level of theory: ωB97M-V with the def2-TZVPD basis set.

Atoms and positions in Å:
N: -4.8113 2.6857 -9.7947
H: 5.6992 5.6726 -2.5535
H: -4.0680 2.8349 -10.4508
H: -5.4780 -7.5540 3.8993
N: 4.7094 0.7432 2.3209
O: 7.3625 0.3717 -3.5079
C: -4.9023 1.4501 -9.2194
H: 3.6358 0.2525 -0.8620
H: 5.1636 1.5222 -3.2981
C: 5.4461 3.6767 -1.9884
H: -4.2100 1.1666 -0.2244
H: -5.0647 -7.7014 2.2259
C: 4.2670 0.6110 5.9987
N: 6.7392 -0.0054 -5.6595
O: 0.9609 -1.4509 6.9979
H: 0.3028 1.0695 5.1755
H: -6.0339 0.4104 -7.8889
O: -4.5223 1.9533 2.1247
H: -0.3082 -1.4813 4.8907
H: -3.2490 -4.8933 4.4915
O: 4.6627 1.4116 5.1536
N: 6.7395 3.5877 -1.5807
N: -0.4047 -2.8258 0.9816
H: -5.4446 3.4350 -9.5920
H: 7.6010 -0.4869 -5.8317
H: 5.2355 0.1687 1.6897
H: -1.8778 -1.2602 5.6085
H: 2.6567 0.6834 -3.6947
C: 0.8836 0.8814 -2.3870
H: 0.8363 -1.1352 -1.5947
H: -1.3009 -4.4443 2.6946
O: 0.2139 1.7227 0.8478
O: -2.4197 -0.4943 -4.7816
N: 3.3148 -0.2989 5.7003
H: 4.4220 -0.0702 7.9649
H: -5.7542 1.7096 -0.7917
O: 0.1762 -1.6206 2.8095
N: 5.0749 4.8923 -2.4874
O: -1.8768 0.6516 -2.4575
C: 6.5371 0.4955 -4.3978
N: 5.3506 1.1399 -4.2181
H: -0.8458 -3.5094 4.0844
H: 4.6697 1.2478 -4.9446
H: -2.3830 -0.0801 -7.2327
H: -2.9524 -1.6451 -7.6946
H: -2.5373 2.1509 3.4174
N: -5.9328 1.3029 -8.3341
H: -3.4696 2.4388 4.8443
H: -0.0181 -2.1157 0.3837
H: -7.2252 2.7598 0.6651
H: 4.9468 0.7836 3.2964
H: 1.2381 0.2575 0.0790
O: -3.3861 -5.8687 2.2042
F: -2.8035 -1.7343 -0.7648
O: 3.3523 -1.2085 -2.2068
H: -1.6635 -1.2914 -2.7924
H: 4.1264 4.9942 -2.7963
H: -2.1126 0.5932 -3.4048
H: 0.4517 -0.9796 -3.2817
H: 5.4529 1.2475 7.5203
H: -6.7654 3.0058 2.3141
N: -0.4639 1.3719 4.6066
C: -4.0319 -6.2298 3.1732
N: -2.6922 -0.9991 -6.9738
H: -0.8218 -3.6401 0.5723
H: -0.3645 1.3707 3.6057
C: 0.2732 -0.5327 -2.3028
H: -6.5788 2.0364 -8.1147
F: -0.8776 -1.5089 0.0749
N: -6.5510 2.6593 1.3984
O: -1.7136 1.7492 6.4693
H: -3.4319 -3.2256 -6.0527
H: -0.6196 -1.1342 8.9047
C: -1.2624 -0.5532 -2.1028
N: -5.0933 1.6145 -0.0455
N: -3.1682 -2.5571 -5.3547
O: -4.1230 0.5479 -9.4763
C: -1.7581 -0.9102 -0.6968
C: 0.6974 1.1937 -0.0582
H: -2.0538 -1.0623 7.9410
H: 2.9493 -0.9683 6.3567
N: -2.6116 2.1468 4.4192
O: 0.5606 1.7433 -1.2720
H: 7.0476 2.7052 -1.2128
H: 6.0719 0.0873 -6.4002
N: 2.9983 2.1894 2.7527
N: -0.8773 -3.6197 3.0871
H: 2.7640 1.8900 -2.3936
H: 7.3872 4.3496 -1.6358
C: 3.6544 1.4414 1.8272
H: 0.4260 1.3481 -3.2550
N: -0.8869 -1.3648 5.7138
H: 2.2029 2.7184 2.4423
N: 4.7461 0.5804 7.2752
C: 3.2028 -0.1116 -1.8048
N: -1.0599 -1.1648 8.0052
C: 2.4022 0.8754 -2.6546
C: -0.3344 -2.6219 2.3260
C: -1.6034 1.7559 5.2455
C: -0.2543 -1.3374 6.9139
H: -3.2175 -2.8140 -4.3858
C: -2.7392 -1.2977 -5.6525
F: -2.2081 0.1551 -0.0941
N: -3.9040 -5.6476 4.4036
H: 3.2779 2.2270 3.7194
H: -4.4295 -5.9361 5.2061
C: -5.3292 2.0652 1.2201
N: -4.9406 -7.2478 3.1114
H: 2.9569 -0.2931 4.7625
O: 3.3052 1.3968 0.6507
O: 4.6703 2.7330 -1.9140

## Properties
Highest occupied orbital energy = -8.041 eV
Charge = 0
Orbital gap = 0.303 Eh
LUMO energy = 0.192 eV

=====

(4)
A molecular structure, C12H18ClIN2OPSTi. Source: OMol25; level of theory: ωB97M-V with the def2-TZVPD basis set.

Atoms and positions in Å:
H: 1.9496 -0.1631 -3.1399
H: -2.1385 -2.6055 2.9405
H: -0.1508 -1.9718 -3.2665
C: 1.0460 -1.1955 -0.7712
H: 1.7334 1.9000 2.0340
H: 1.8085 -1.5018 -1.4990
N: -0.0310 -0.2324 2.5333
C: 0.9050 0.4378 3.4096
C: 1.5714 0.2451 0.1635
I: 1.3211 2.1250 -0.9292
H: 0.0744 -1.7372 -1.0922
C: -0.7246 -1.1973 3.1713
O: 2.7774 0.1079 0.0487
H: 1.2466 -1.7642 0.1918
H: -1.6300 1.3439 -4.0649
C: -0.9182 -1.1878 -3.3072
H: -1.2016 2.5223 -2.7682
H: 2.8618 2.2179 6.2348
C: 0.7781 -0.0204 4.7324
C: -1.5473 1.5054 -2.9794
H: -1.8619 -1.5454 -2.8807
P: -0.3838 0.2739 -2.3063
C: 2.3035 1.7036 5.4248
C: 1.4765 0.6635 5.7625
Cl: -3.1229 -0.2667 0.0819
H: 1.6609 1.5970 -3.0695
C: 1.1896 0.6108 -3.3225
H: -1.0634 -0.8535 -4.3460
C: 2.4806 2.1590 4.1189
C: 1.7048 1.5199 3.0707
Ti: -1.0008 -0.0621 0.6199
N: -1.5576 -1.9719 2.4252
H: -2.5132 1.3280 -2.4887
H: 3.1473 2.9578 3.8835
H: -2.0364 -1.5397 1.5894
H: 0.9208 0.6659 -4.3921
H: 1.2961 0.3104 6.7653
S: -0.3943 -1.3341 4.9031

## Properties
2S+1 = 2
Highest occupied orbital energy (spin up / spin down) = -14.983 / -14.984 eV
Charge = +2
Orbital gap (spin up / spin down) = 0.215 / 0.217 Eh
LUMO energy (spin up / spin down) = -9.129 / -9.071 eV

=====

(5)
A molecular structure, C4H4AuO5. Source: OMol25; level of theory: ωB97M-V with the def2-TZVPD basis set.

Atoms and positions in Å:
H: -1.3833 -2.1087 -1.5500
O: 0.6842 2.2973 2.7713
O: 1.1864 0.5047 1.4031
H: -0.9426 -1.6275 -3.2242
O: 1.3904 2.5716 0.6466
C: 0.7208 -2.5260 -2.0826
H: 0.6722 -3.3654 -1.3821
C: -0.5815 -1.7391 -2.1972
H: 1.1251 -2.8558 -3.0442
Au: 1.7838 0.9971 -0.2399
C: 1.1521 1.8735 1.7187
O: -0.1910 -0.4165 -1.7318
O: 1.6401 -1.5368 -1.5414
C: 1.0183 -0.4307 -1.2388

## Properties
2S+1 = 3
Highest occupied orbital energy (spin up / spin down) = -14.082 / -15.459 eV
Charge = +1
Energy above the lowest of the compared OMol25 structures with the same formula, charge and spin = 3.026 eV
Orbital gap (spin up / spin down) = 0.349 / 0.234 Eh
LUMO energy (spin up / spin down) = -4.592 / -9.082 eV

=====

(6)
A molecular structure, C21H23N5OPdS3. Source: OMol25; level of theory: ωB97M-V with the def2-TZVPD basis set.

Atoms and positions in Å:
N: 0.6530 0.6643 0.7227
H: -0.3913 -2.3197 -2.0956
C: 0.4757 0.4863 2.0424
H: 3.2467 2.0165 3.1899
H: 1.8179 1.4371 -0.7965
N: -2.3574 -0.6877 -1.9061
H: -0.6160 3.2768 0.5799
S: -2.6861 -2.4604 1.3557
C: -2.6213 2.6788 0.2353
C: 5.8782 -0.6913 -2.6202
H: -1.3753 -4.4486 1.3523
N: 5.1126 -1.6962 -2.2239
H: -2.6905 -4.5286 2.5494
C: -1.5667 3.2585 1.1129
C: -4.4282 -0.4935 -2.8455
C: 1.7343 1.2946 0.2723
H: 3.6793 -2.2905 -0.8690
C: -1.9115 -3.8979 2.1220
H: -5.5897 2.1215 -1.5196
C: -4.6193 2.1370 -1.0504
N: 4.1455 -0.3061 -0.5866
H: 6.4619 1.3691 -2.3306
C: -3.6029 1.2478 -1.1809
S: -3.7948 -1.9126 -3.5691
C: 5.8252 0.5556 -2.0121
Pd: -0.8746 -0.0245 -0.5304
H: -0.4030 -0.0666 2.3445
H: -3.9390 -0.8549 2.5942
N: -2.4840 1.5731 -0.4459
C: -3.5292 0.0385 -1.9831
S: -4.1629 3.4016 0.0075
C: 4.9051 0.7217 -0.9776
H: -0.7819 -2.7085 -3.7818
H: -5.4105 -0.1344 -3.1059
H: -2.6776 -1.6282 3.6004
H: 1.2066 0.8473 4.0146
H: 4.1356 3.3995 1.1004
H: 6.5538 -0.8932 -3.4431
C: -2.3402 -1.7459 -2.6782
H: 5.6373 2.6935 -0.5253
H: -1.2202 -3.5526 2.8884
C: 4.2887 -1.4618 -1.2150
C: 1.3811 0.9746 2.9560
C: -1.1749 -2.6718 -2.7659
C: 2.5134 1.6336 2.4917
C: 3.9358 2.4452 0.6253
O: -1.5271 -1.5215 1.0652
C: 4.8222 2.0218 -0.2849
H: -4.1893 -2.5053 3.2079
H: -1.4521 -3.6876 -2.4851
C: -3.4478 -1.7920 2.8487
H: -1.4454 2.6480 2.0091
C: 2.7246 1.7690 1.1234
H: -1.8241 4.2705 1.4162

## Properties
Highest occupied orbital energy (spin up / spin down) = -13.825 / -13.825 eV
Charge = +2
Energy above the lowest of the compared OMol25 structures with the same formula, charge and spin = 1.023 eV
Orbital gap (spin up / spin down) = 0.215 / 0.215 Eh
LUMO energy (spin up / spin down) = -7.964 / -7.965 eV

=====

(7)
A molecular structure, C4H3NS. Source: OMol25; level of theory: ωB97M-V with the def2-TZVPD basis set.

Atoms and positions in Å:
H: -0.0057 0.0428 1.0886
N: 1.9129 -1.3749 0.7657
C: -0.1436 -0.2820 0.0034
H: -1.0406 -0.9340 -0.0062
H: -0.0746 0.6058 -0.6331
C: 3.0879 -1.5957 2.9386
S: 1.9244 -1.6645 -1.4424
C: 1.1229 -0.9574 -0.1372
C: 2.7617 -1.5219 1.7223

## Properties
2S+1 = 3
Highest occupied orbital energy (spin up / spin down) = -8.643 / -9.179 eV
Charge = 0
Energy above the lowest of the compared OMol25 structures with the same formula, charge and spin = 2.117 eV
Orbital gap (spin up / spin down) = 0.299 / 0.233 Eh
LUMO energy (spin up / spin down) = -0.495 / -2.830 eV

=====

(8)
A gas-phase ion, C4H10N4O (charge +2). Source: OMol25; level of theory: ωB97M-V with the def2-TZVPD basis set.

Atoms and positions in Å:
H: 0.8975 -3.1634 1.0919
C: 0.9824 -2.5708 0.2144
N: 1.5095 -0.1369 -0.0663
C: 0.8802 1.1132 0.0367
C: -0.6010 1.2345 0.2246
H: -2.7249 1.3191 -0.6281
H: 0.4464 -3.1016 -0.4932
N: 2.9254 -0.0155 -0.2050
H: -3.3271 0.3451 0.4349
N: -2.7175 0.3812 -0.3119
H: -1.1712 2.1084 -0.2202
H: 3.3760 -0.9041 0.0653
H: -0.4246 1.5081 1.3479
H: 2.5682 2.1910 0.1984
H: 3.2555 -0.0793 -1.2064
C: 1.0965 -1.3248 0.1357
N: -1.3488 0.1092 0.3206
O: 1.5528 2.1269 0.0478
H: -3.0165 -0.4047 -1.0124

## Properties
Highest occupied orbital energy (spin up / spin down) = -16.193 / -15.949 eV
Charge = +2
Energy above the lowest of the compared OMol25 structures with the same formula, charge and spin = 7.664 eV
Orbital gap (spin up / spin down) = 0.241 / 0.229 Eh
LUMO energy (spin up / spin down) = -9.632 / -9.730 eV